[1]
ORCA calculation (ωB97M-V/def2-TZVPD) on one molecule with the formula C6H4O2 in a non-equilibrium geometry.

Each line ends with the Löwdin charge.
CARTESIAN COORDINATES (ANGSTROEM)
1 C -0.353 -0.923 0.303  -0.35
2 C 0.568 0.189 1.846  -0.12
3 C 0.669 0.960 0.700  0.01
4 C 0.072 0.198 -0.318  -0.21
5 C -0.033 0.588 -1.653  -0.08
6 C -0.218 0.971 -2.772  0.14
7 H -1.310 -2.547 0.745  0.21
8 H 0.969 0.403 2.814  0.12
9 H 1.026 1.965 0.684  0.11
10 H -0.477 1.265 -3.745  0.02
11 O -0.915 -2.094 -0.171  0.06
12 O 0.003 -0.975 1.569  0.09

Cartesian forces, eV/Å:
-0.6 -2.8 -1.8
1.6 3.1 -0.9
0.0 -0.7 2.8
-0.1 0.0 -0.1
-0.6 0.1 -1.0
0.0 -0.2 0.4
1.5 1.5 -3.7
-0.2 -0.3 0.4
0.3 0.3 -0.3
0.0 0.2 -0.6
-1.2 -0.3 4.0
-0.7 -0.8 0.8

Summary:
E: -10378.4299 eV
ΔE to the lowest compared entry with this formula, charge and spin: 49.45 kcal per mole
HOMO-LUMO gap: 0.32314 Ha
HOMO energy: -0.3026 Eh
Charge: 0



[2]
ORCA calculation (ωB97M-V/def2-TZVPD) on C6H5As2CuF20O4 as an isolated structure in a non-equilibrium geometry.

Each line ends with the Löwdin charge.
CARTESIAN COORDINATES (ANGSTROEM)
1 Cu 2.124 0.909 -0.218  0.82
2 As 1.855 3.008 4.813  0.93
3 F 1.600 2.209 3.208  -0.33
4 F 3.020 1.700 5.148  -0.32
5 F 2.187 3.654 6.482  -0.33
6 F 0.708 4.302 4.249  -0.31
7 F 0.631 1.884 5.549  -0.33
8 F 3.286 3.947 4.209  -0.30
9 As 3.696 5.453 -1.970  0.90
10 F 4.406 5.505 -0.289  -0.31
11 F 4.784 6.741 -2.543  -0.30
12 F 3.051 5.282 -3.655  -0.33
13 F 2.620 4.125 -1.381  -0.33
14 F 2.403 6.585 -1.532  -0.29
15 F 4.972 4.206 -2.270  -0.31
16 O 5.196 -0.313 -0.534  0.04
17 C 5.825 0.469 0.306  -0.92
18 O 7.018 0.142 0.475  -0.07
19 O 5.307 1.445 0.869  0.01
20 H 5.951 -0.842 -0.801  0.09
21 C -4.587 -2.863 -1.195  -0.08
22 C -5.301 -3.721 -0.120  -0.41
23 C -6.713 -4.262 -0.368  -0.31
24 F -7.648 -3.497 0.171  0.12
25 F -6.891 -4.737 -1.652  0.07
26 F -4.605 -4.896 -0.110  0.09
27 F -5.203 -3.103 1.085  0.13
28 O -3.223 -2.904 -0.902  0.02
29 C -2.387 -2.794 -2.088  -0.49
30 C -0.968 -2.971 -1.646  -0.29
31 F -0.085 -2.719 -2.645  0.09
32 F -0.521 -2.158 -0.670  0.10
33 F -2.585 -3.894 -2.829  0.15
34 F -2.692 -1.712 -2.815  0.18
35 H -4.956 -1.862 -0.972  0.15
36 H -4.875 -3.139 -2.209  0.14
37 H -6.698 -5.195 0.195  0.16
38 H -0.701 -3.983 -1.344  0.18

Cartesian forces, eV/Å:
1.4 0.7 0.5
1.9 -0.9 -0.3
-0.1 0.8 1.1
-0.7 0.7 0.0
-0.9 -0.2 -1.8
1.2 -1.6 1.3
0.5 1.7 -0.9
-2.1 -0.7 0.6
1.2 -1.4 1.4
-1.1 0.6 -2.0
-1.0 -0.8 0.5
0.5 0.1 1.7
0.5 0.7 -0.8
1.1 -0.5 -0.5
-1.4 1.3 -0.4
-3.0 -1.5 -2.3
3.1 2.7 3.1
1.2 -0.7 -0.2
-2.3 -0.3 -0.7
0.1 -0.6 -0.3
-1.7 0.8 1.2
1.3 0.0 -1.8
1.0 -2.3 1.3
-1.0 0.9 -1.0
-0.3 1.7 0.3
0.5 -0.3 0.7
-0.3 -0.6 -0.5
2.2 0.4 -2.3
-2.0 -0.7 2.4
3.4 0.3 0.7
-0.5 0.1 -1.3
-1.0 0.5 0.7
-0.6 -0.2 -1.0
0.3 -0.4 0.3
0.0 0.3 -0.4
0.2 -0.3 0.1
-0.2 0.0 0.4
-1.0 -0.2 0.2

Summary:
E: -235165.2797 eV
ΔE to the lowest compared entry with this formula, charge and spin: 117.89 kcal per mole
HOMO-LUMO gap: 0.16620 Ha
HOMO energy: -0.1059 Eh
Charge: -2



> HOMO-LUMO gap of number 2 (C6H5As2CuF20O4)?

0.16620 Ha